(1)
Density functional theory data (the ωB97M-V functional and the def2-TZVPD basis) for a 7-piece molecular cluster, C35H54BrF6IN2O25P3 overall at a distorted geometry.

XYZ file:
```
127
Properties=species:S:1:pos:R:3:forces:R:3:mulliken_charge:R:1
C -1.27961 -1.69127 -3.64865 0.4 -0.9 0.3 -0.3764
H -0.77251 -7.35354 1.52837 0.3 1.0 0.9 0.3363
C 2.27315 0.81378 -2.19570 0.7 0.0 -2.5 -0.0315
O -0.38783 -4.45921 -0.20410 1.5 -0.5 2.9 -0.7383
O -2.53070 8.20537 -0.00946 -0.1 -0.4 0.4 -0.4998
F -2.74544 4.73618 2.73589 0.1 -0.1 0.1 -0.2896
O 1.28791 -6.30889 0.45031 -0.9 2.3 1.3 -0.4393
O 2.70757 1.10214 5.39550 1.9 -0.2 -3.7 -0.4613
O 0.83399 -1.39620 9.12021 0.3 0.1 0.2 -0.3183
H 0.00011 -2.84399 2.47975 1.4 1.1 -0.2 1.0417
H 1.78441 -6.10794 -2.91750 -0.2 -0.7 1.3 0.2841
O -3.78986 7.87802 1.83191 0.5 -0.3 -0.2 -0.3120
H 3.58252 -0.85945 9.14552 0.1 0.2 0.0 0.3273
F -2.32134 -1.69370 -5.76116 0.1 0.0 0.1 -0.3257
H -0.65810 -0.61380 -5.44858 -0.2 0.0 -0.1 0.2707
H 2.51618 1.79254 -1.69002 -0.2 -1.2 -0.1 0.0997
H -4.54634 -0.54241 -7.64395 0.0 0.0 -0.2 0.2079
O 3.25804 5.53965 2.46731 -0.3 -0.7 -0.4 -0.3571
H 5.12158 6.03191 1.67594 -0.2 0.0 0.1 0.3381
C 1.20662 -1.36105 10.43127 -0.7 -0.7 1.0 0.5641
H -2.60750 1.53178 1.62095 0.8 -1.0 -0.8 0.3544
O -2.30568 0.16500 -4.48994 0.6 0.0 0.5 -0.3042
H 4.32252 -0.14539 -2.10583 -0.9 0.3 -0.9 0.1861
H 5.11023 4.72596 2.87830 0.0 -0.2 -0.2 0.1472
H 2.07329 -4.85779 -0.96320 -0.2 -1.1 0.6 -0.0679
C 4.27719 4.17548 0.95505 0.4 -0.4 -0.1 0.3374
N 1.43623 -1.19700 2.27121 -1.3 0.6 -0.6 0.3082
O -2.24797 6.34463 1.23706 -0.1 0.4 0.5 -0.1667
H 2.36089 0.85817 0.21070 -0.5 -1.2 0.0 -0.1282
C 1.77655 -3.69531 1.51281 -0.4 -0.9 -0.1 0.0790
H 0.49957 -8.30112 3.51659 0.2 1.2 0.2 0.3593
C -3.93658 6.77036 2.71170 -0.7 0.2 0.6 -0.4321
Br 0.36396 -0.35788 3.63793 -0.4 -0.7 3.1 0.0548
C -6.30078 2.31369 -7.86507 0.5 0.6 -0.8 0.6566
H 2.15674 -3.28803 0.53493 -0.7 -0.2 1.0 0.0040
H 1.84871 -0.67526 7.45222 -0.1 -0.1 0.1 -0.1501
O -7.64793 2.49207 -7.83039 0.5 -0.6 0.1 -0.3258
H 0.48866 -6.62729 4.37703 0.0 -0.9 -1.0 0.2740
H 2.22288 1.48812 2.56122 0.5 -0.8 0.5 -0.4507
H 1.52629 -6.90004 2.90853 -1.2 -0.4 0.3 0.2574
C 4.56600 5.16759 2.03927 0.6 0.7 0.3 -0.4281
H -1.07264 3.71529 1.22240 0.1 0.4 -1.3 0.1799
C 2.83987 -0.77148 2.50422 2.8 1.7 0.2 1.1959
C -8.12311 1.63226 -6.81174 -0.6 0.4 0.1 0.2892
H -3.81654 1.66320 -8.35425 0.3 0.0 0.1 0.0180
H 4.78700 -0.57436 1.27638 -1.3 0.0 0.0 0.4634
C 0.54362 -7.17986 3.39085 -0.9 0.0 -0.4 -0.8730
H -0.35060 -2.25997 -3.68659 0.0 0.2 0.2 0.3186
C 1.56210 -0.36905 8.45889 -0.3 -0.1 -0.8 0.1244
H 0.81368 -7.33922 -1.94245 0.9 0.8 0.1 0.2815
O -1.19454 -0.63021 -2.70101 -0.3 0.4 -0.2 -0.0565
C 3.05392 0.79343 2.87165 0.8 0.7 -0.4 0.0219
C -0.71572 -6.75538 2.48932 0.6 -1.5 1.3 -0.3897
H 1.58789 1.07901 -3.06768 0.6 -0.3 1.3 0.3329
H -4.77090 6.14819 2.37704 0.2 -0.1 0.0 0.2832
C -2.83010 7.53959 0.92859 0.0 0.9 -1.1 0.4961
C -3.06954 0.86652 -8.35847 0.4 0.4 0.2 0.6841
O 3.94598 -3.14746 3.74216 -0.6 2.4 0.0 -0.7591
H -2.01270 3.19396 -0.26369 1.2 0.3 0.4 0.3276
O -5.60060 2.66433 -8.76374 -0.4 -0.1 0.5 -0.5395
C 3.79755 -1.11313 1.23763 -0.4 -2.1 0.5 -1.4901
O -2.40935 0.84039 -9.60918 -0.6 -0.3 0.1 -0.3500
H 2.59064 -7.55889 -2.21004 -0.9 0.9 0.5 0.3106
C 2.42758 4.51876 2.12803 -1.1 0.6 0.7 0.4706
O -2.09924 1.43500 -2.63492 0.1 -0.5 -0.1 -0.5215
H -2.46140 0.24091 0.24797 0.3 0.6 1.0 0.1490
P -0.24128 0.96481 1.33359 0.5 2.5 -0.3 0.2511
F -2.14493 1.09541 -7.38336 0.2 0.1 0.1 -0.3089
H -8.41588 0.67335 -7.24806 -0.1 0.1 0.0 0.2958
H 3.95595 1.13771 2.26715 -1.2 -0.5 0.9 0.5989
C 3.57203 0.17650 -2.89112 0.3 0.6 1.1 -1.1278
H -2.92340 -1.22948 -7.83777 0.1 0.2 -0.1 0.2688
O 2.22138 -0.47468 10.63909 0.0 -0.4 -0.6 -0.3066
O -2.99990 -0.15215 -11.54940 0.0 0.0 0.6 -0.5054
C 0.83574 -0.61825 0.97714 -1.2 1.2 -3.6 0.5133
C -0.99148 3.49939 0.12080 0.1 -1.2 0.4 -1.3169
O -3.91218 -0.84063 -9.60323 0.3 0.4 -0.1 -0.3580
C 1.98683 -0.19049 -0.06438 1.0 1.6 0.2 -0.4984
O 3.14617 -1.03946 -0.03528 -0.5 0.0 1.1 -0.2601
H -0.57210 -0.98559 -0.48324 0.9 -0.2 0.2 -0.1537
C 1.79009 -6.77960 -1.99847 0.3 -0.3 -0.3 -1.1574
H 3.03996 -1.48441 5.19509 0.3 0.7 -0.8 0.0413
P 0.42042 -4.93963 1.00221 -1.6 -0.3 -3.8 0.8144
F 3.17789 1.09710 9.34563 0.2 0.0 0.0 -0.2896
O 1.53798 -0.12368 -1.39137 0.3 0.1 1.5 -0.0391
H 1.36943 -3.00152 3.55451 0.1 1.1 -1.3 0.5474
C -1.88935 0.41793 -3.22135 -0.4 0.8 0.4 0.2368
C 3.42538 1.14248 4.39399 -1.9 0.3 2.5 -0.5728
C -3.09618 -0.06041 -10.36763 0.1 -0.2 -1.3 0.5400
H 5.05677 -1.06043 3.97605 -1.2 0.5 0.0 0.1167
C 2.74634 -0.18753 9.35908 0.2 0.7 0.3 0.2925
H -2.09248 -2.36553 -3.36741 0.0 0.1 -0.2 0.2719
H -6.92987 0.60890 -5.32417 0.2 0.0 -0.2 0.2712
H -1.69079 -6.97263 3.03381 1.3 0.7 -0.6 0.3479
C -3.63788 -0.51326 -8.24581 -0.5 -0.6 0.4 -0.1557
P 3.73668 -1.64821 3.94792 0.7 -4.3 -0.2 0.6064
N -0.07540 -1.51927 0.25083 -0.1 -0.7 0.6 0.2841
O -5.84937 1.67705 -6.74833 -0.2 0.1 -0.4 -0.2428
O 3.07530 3.56792 1.39162 0.0 0.4 -0.2 -0.1195
H 0.94257 0.52889 8.38948 0.2 0.1 0.1 0.2298
H -4.13318 7.10225 3.73121 0.0 0.2 -0.2 0.2969
O 0.71269 -2.02511 11.28317 0.2 0.4 -0.5 -0.4854
C -2.61387 6.07969 2.57793 0.1 -0.5 -0.2 0.3188
O -0.60729 -5.31472 2.27748 2.2 -0.2 -2.1 -0.3778
H 4.05847 -2.21739 1.38358 -0.2 1.4 -0.3 0.4437
H -0.64456 4.37129 -0.50055 -0.3 -0.9 0.9 0.4609
C -2.07699 0.59596 1.24597 -0.1 -0.8 0.6 -0.9209
O 1.27750 4.45954 2.42904 0.6 -0.2 -0.1 -0.4346
H -1.83866 6.45599 3.25079 0.0 -0.2 0.0 0.3047
C -6.96222 1.55297 -5.86822 0.3 -0.4 0.8 -0.4103
C 2.12399 -5.94734 -0.68160 1.2 -0.5 -1.5 0.1338
C 1.12234 -2.64393 2.50084 -0.4 -3.4 0.3 -1.7369
H 1.09570 2.59421 -0.13181 -1.1 -0.3 0.6 -0.3127
C -1.55437 -0.95437 -4.92329 -0.4 -0.1 -0.5 0.3574
I 5.46982 1.87064 4.78682 -0.6 -0.2 -0.5 0.0742
H 3.19966 -6.18805 -0.40408 -1.3 0.4 -0.1 0.3743
H -0.86636 -1.85989 0.81648 0.7 0.1 0.0 0.3721
H -2.30019 -0.19473 2.03834 0.3 0.9 -1.1 0.4289
H -6.94934 2.37481 -5.14797 -0.2 0.0 -0.1 0.2675
H 2.59304 -4.33772 1.95138 -0.7 1.1 0.0 0.7261
H 3.33060 -0.72781 -3.51442 0.1 1.1 0.5 0.2883
H 4.12719 4.61849 -0.03305 0.1 -0.2 0.0 0.2742
F 5.24312 3.22409 0.88821 -0.1 -0.1 -0.1 -0.2995
F -9.19424 2.21072 -6.22029 -0.1 -0.1 -0.1 -0.2888
H -0.24987 1.76136 -1.01442 0.5 0.6 1.0 -0.2118
C 0.02399 2.26268 -0.02847 -0.9 -0.5 -1.9 0.9858
H 4.09211 0.98808 -3.49602 -0.8 -1.1 0.5 0.4020
```
Positions in Å, forces in eV/Å.

Total charge   +1
HOMO   -10.61 eV
Multiplicity   1
HOMO-LUMO gap   5.92 eV

---

(2)
Density functional theory data (the ωB97M-V functional and the def2-TZVPD basis) for C35H54BrHgN3OP2 as an isolated structure at a distorted geometry.

XYZ file:
```
97
Properties=species:S:1:pos:R:3:forces:R:3:mulliken_charge:R:1
H -0.95136 -5.37960 0.73550 -0.2 0.1 -0.2 0.4179
N -0.86892 -0.50899 1.93283 0.0 0.0 -0.7 0.0262
C -2.64646 -1.02728 3.46925 0.1 0.0 -0.1 -1.2232
H 5.26189 -3.35315 -2.70823 0.0 0.0 0.0 0.3538
O 0.06978 2.58518 4.64860 -0.4 -0.7 0.1 -0.6243
H 0.15595 1.76518 8.31886 0.1 0.1 -0.5 0.3927
H 2.49312 1.16212 7.34474 -0.2 0.3 0.0 0.2641
C -0.18809 -0.81650 8.02432 -0.3 -0.3 -0.1 -1.3502
C 5.23486 -2.39637 -3.23185 0.0 -0.1 -0.3 -1.4137
H 5.82252 -2.45772 1.02446 -0.2 0.0 0.1 0.3703
H -2.89246 1.98549 -5.07037 0.2 0.1 0.6 0.2450
H 2.27370 2.56402 6.25239 0.1 -0.1 0.3 0.2859
P 4.85071 -0.82864 -1.05841 2.7 -0.4 0.6 -0.3469
C -2.10412 -0.13983 4.41265 -0.3 -0.4 -0.2 0.0242
H -5.28599 5.42913 -2.93925 -0.2 -0.3 -0.4 0.3568
C -5.07785 3.32615 -5.63729 -0.5 0.2 0.3 -0.3692
H -2.65776 -0.61684 -0.47199 -0.1 -0.4 -0.1 0.1353
C 0.27126 -2.90412 -4.12390 -0.3 0.0 -0.7 -1.1698
H -1.52575 -5.01230 -0.90652 0.0 0.0 0.3 0.3284
C 3.94941 -1.72079 0.24645 -1.0 0.1 -0.4 0.5106
C -6.53048 5.47388 -4.72270 0.8 -0.4 0.2 -0.2720
C -2.98531 -1.53700 -0.98129 -0.1 0.1 0.1 -1.1624
H -0.78460 -3.12406 -4.38940 0.7 0.1 0.1 0.3461
H 2.33121 2.78331 8.02777 0.2 0.0 -0.2 0.3816
H -7.08563 6.36906 -4.41413 0.2 -0.4 -0.2 0.3623
H 0.00055 3.01274 7.06206 0.4 -0.3 0.2 0.3850
C -0.74332 1.87782 -1.04200 -0.8 0.9 0.1 -0.2790
H 6.23184 -1.96038 -3.14681 -0.1 0.0 0.0 0.4079
C -0.40331 0.39559 2.78425 -0.2 -0.4 1.6 -0.6462
C -4.79761 3.80914 -4.33844 -0.5 0.3 -0.8 0.5850
H -2.30800 -2.90032 -2.53621 0.2 0.2 0.2 0.6532
C 1.99121 2.13189 7.21963 0.2 0.2 -0.1 -0.9880
H 3.12238 -1.05241 0.58227 -0.1 -0.2 0.4 -0.2201
H 3.46236 -2.58545 -0.25377 0.4 0.1 0.4 0.0838
H 0.92211 -3.46885 -4.81159 -0.4 0.3 0.2 0.4396
H -3.18833 -2.32092 -0.23531 0.0 0.4 -0.3 0.3151
H -3.93430 -1.30895 -1.50244 0.5 -0.2 0.2 0.4551
C -0.64350 1.20201 -3.70258 0.9 0.0 0.1 -0.4591
H 0.44447 -1.82466 -4.31765 0.0 -0.5 0.3 0.1793
H 3.67272 1.16300 -1.62570 0.0 0.5 0.0 -0.2371
N -0.11794 1.05541 6.35746 0.7 -0.2 -0.2 0.2323
H -0.43213 -2.77996 0.93799 0.1 -0.3 -0.3 0.1399
H -2.29767 -4.26309 0.52425 0.2 -0.1 -0.2 0.3443
P -0.30368 -2.45676 -1.40555 0.2 -0.5 -0.3 -0.2975
H 3.24618 -1.95233 -2.43154 -0.2 -0.3 -0.2 -1.3222
H 6.61671 1.34491 -0.68132 -0.2 0.2 -0.2 0.3677
C 0.48710 2.05353 7.30432 -1.2 -0.4 -0.2 -0.6523
H -2.60718 0.03007 5.36927 0.3 -0.1 -0.3 0.5124
C 4.85307 -2.13866 1.41825 -0.6 0.0 -0.1 -1.4248
H -4.47862 2.52873 -6.07991 -0.5 0.1 0.1 0.2659
H 1.39552 -0.40453 6.65470 -0.3 0.0 -0.2 0.2731
H 4.14249 1.12840 0.08559 0.1 0.1 -0.1 0.3606
H 5.02978 -2.57942 -4.28429 0.0 -0.1 -0.1 0.4149
C 4.20494 -1.45432 -2.61690 -0.6 0.2 -0.2 1.4070
H 5.00042 -1.29701 2.10265 0.1 -0.2 -0.1 0.3551
H -0.85278 2.07405 0.02416 0.4 0.3 -0.2 0.5986
C 0.29462 -0.35552 6.66073 0.0 0.6 -0.1 -0.3469
H 1.51519 1.22337 -3.53321 0.1 0.6 -0.1 0.7378
C -0.31396 -3.45933 0.07580 0.3 0.0 0.6 -0.1568
N -6.84703 4.91866 -5.89031 -0.4 -0.1 -0.1 -0.5464
C 0.60483 -3.34649 -2.70680 0.2 -0.5 0.3 -0.3793
C -5.51765 4.94752 -3.89776 0.1 -0.4 -0.1 -0.4857
H 5.62404 2.80089 -0.96688 0.1 -0.1 -0.2 0.3916
H 1.70081 -3.25036 -2.51799 -0.8 -0.1 0.0 0.1984
H -2.33276 -1.94786 1.56461 0.1 0.0 0.0 0.2778
H -2.86788 2.04446 -1.25145 0.5 -0.5 -0.2 0.3701
Br 1.38934 3.65493 -1.37736 0.8 -0.2 0.4 0.0245
H -1.26509 -0.68932 8.12672 -0.1 0.0 0.0 0.2993
H 0.70490 -3.88502 0.13784 -0.3 0.3 0.0 0.4811
H -6.47434 3.40227 -7.27969 0.0 0.3 0.2 0.3589
H 3.98213 -0.59851 -3.25053 0.1 0.1 -0.3 0.2888
H 0.02796 -1.87545 8.14286 0.0 -0.1 0.0 0.4210
H -0.70494 0.78107 -4.70953 0.5 0.3 0.2 0.5122
H 0.45902 1.00411 2.50054 -0.2 -0.2 0.0 0.6123
C -1.34562 -4.58696 0.08992 -0.1 -0.3 0.1 -1.2407
H 0.35593 -4.40583 -2.52305 0.1 0.2 -0.4 0.5663
H -3.57978 -1.57702 3.66373 0.6 0.3 -0.1 0.4439
C -1.94214 -1.99775 -2.00968 -0.6 0.3 -0.6 -0.4550
C 4.50110 0.94403 -0.93686 -0.7 0.0 0.1 0.3110
C -0.27463 1.47397 5.04341 0.9 0.7 1.2 -0.0184
C -6.17173 3.85368 -6.33293 0.9 0.2 0.5 -0.3801
H -3.83781 3.38696 -2.44908 0.2 -0.1 -0.4 0.2743
C -1.95745 -1.21977 2.27155 -0.3 0.5 1.0 0.1163
H -0.05797 -1.02096 5.86228 0.0 0.2 0.3 0.3987
C -1.92618 1.81740 -1.76632 0.8 -0.3 0.6 -0.6216
H -1.82811 -1.20569 -2.78088 0.2 -0.5 0.4 0.2897
H 4.37114 -2.97076 1.94116 0.3 0.2 0.2 0.3989
C 5.76991 1.75325 -1.24909 -0.2 0.1 0.0 -1.3370
C -0.92516 0.51927 4.10694 -0.1 0.1 -1.4 0.0352
Hg 1.21923 -0.70968 -1.06784 -0.2 2.0 0.2 1.3344
H 0.28716 -0.31817 8.86352 0.1 0.2 -0.1 0.3508
C -2.90258 2.20733 -3.99382 -1.1 0.4 0.0 -0.7480
H 6.00979 1.69821 -2.31879 0.0 0.0 0.3 0.3287
C 0.48796 2.06378 -1.73357 -0.1 -1.5 -0.4 -0.5784
C -3.81427 3.10706 -3.50781 0.6 -0.2 -0.5 0.0341
C -1.84675 1.68040 -3.16199 -0.4 0.5 0.2 0.8364
C 0.58359 1.45816 -3.03577 -1.7 -0.5 0.0 -0.5173
```
Positions in Å, forces in eV/Å.

Total charge   +2
HOMO (alpha / beta)   -12.72 / -12.72 eV
Multiplicity   1
HOMO-LUMO gap (alpha / beta)   4.64 / 4.64 eV

---

DFT total energy (a.u.)
-7851.191713; -5015.037912